# 1
Computed, not measured: the molecule C4H10BN, with ωB97M-V/def2-TZVPD.

## Properties
Multiplicity = 1
Relative energy (zero: lowest compared OMol25 entry of this formula, charge and spin) = 91.5 kJ/mol
Calculated total energy = -6476.17706 eV
LUMO energy = 0.873 eV

```
16
C4H10BN, DFT ωB97M-V/def2-TZVPD
C -2.080 -0.052 0.200
C -0.623 0.173 -0.283
B 0.162 -0.971 -1.025
N 1.682 -0.846 -0.655
C 1.731 0.359 0.307
C 0.325 0.436 0.860
H -2.507 -1.034 0.070
H -2.804 0.565 -0.318
H -2.127 0.171 1.211
H -0.692 1.098 -1.041
H -0.243 -1.770 -1.653
H 2.343 -0.812 -1.344
H 2.016 1.222 -0.317
H 2.521 0.306 1.003
H 0.186 -0.280 1.618
H 0.110 1.437 1.368
```

natural (NBO) atomic charge list, values in e, 4 entries:
1 C -0.60
2 C -0.56
3 B 0.70
4 N -0.82

***

# 2
Computed, not measured: C4H10Br2O4S2 as an isolated structure, with ωB97M-V/def2-TZVPD.

## Properties
Multiplicity = 1
Calculated total energy = -174248.68270 eV
LUMO energy = -0.379 eV

```
22
C4H10Br2O4S2, DFT ωB97M-V/def2-TZVPD
C 2.752 0.935 1.236
O 3.067 -0.476 1.116
C 2.020 -1.310 1.609
O 0.683 -0.833 1.303
S -0.425 -2.095 1.201
O -0.667 -2.541 -0.235
O -1.923 -1.369 1.679
S -1.658 0.305 2.028
H 2.010 1.185 2.061
H 2.439 1.309 0.206
H 3.737 1.466 1.499
H 2.160 -2.342 1.117
H 2.188 -1.497 2.734
H -2.524 1.013 1.200
Br -3.486 -0.035 -3.475
C -2.392 1.179 -2.409
C -0.968 0.686 -2.305
Br -0.811 -0.800 -1.022
H -2.884 1.282 -1.441
H -2.436 2.134 -2.935
H -0.318 1.474 -1.913
H -0.566 0.329 -3.253
```

natural (NBO) atomic charge list, values in e, 4 entries:
1 C -0.28
2 O -0.53
3 C 0.21
4 O -0.71

***

# 3
Computed, not measured: a 2-piece molecular cluster, C4H10Br2Si overall, with ωB97M-V/def2-TZVPD.

## Properties
Multiplicity = 1
Relative energy (zero: lowest compared OMol25 entry of this formula, charge and spin) = 176.1 kJ/mol
Calculated total energy = -152273.07684 eV
LUMO energy = 0.586 eV

```
17
C4H10Br2Si, DFT ωB97M-V/def2-TZVPD
Br -4.864 1.940 0.074
Si -3.536 0.186 0.359
Br -4.777 -1.596 -0.243
H -3.020 -0.211 1.588
H -2.484 0.539 -0.513
C 1.798 0.996 0.950
C 0.608 0.234 0.404
C 0.829 -0.695 -0.512
C 2.082 -0.955 -1.092
H 2.673 0.568 0.765
H 1.771 1.248 2.015
H 1.922 1.924 0.428
H -0.392 0.299 0.723
H 0.090 -1.430 -0.911
H 2.050 -0.290 -1.970
H 3.101 -0.729 -0.622
H 2.148 -2.027 -1.445
```

natural (NBO) atomic charge list, values in e, 4 entries:
1 Br -0.29
2 Si 0.94
3 Br -0.31
4 H -0.17